8
Properties=species:S:1:pos:R:3 method="wB97M-V/def2-TZVPD" homo_energy_ev=-10.89 charge=0 homo_lumo_gap_ev=9.56
C -1.296 -0.416 -0.393
N -0.947 -1.399 -0.940
N -1.485 0.754 0.283
O -1.590 0.734 1.496
O -0.549 -2.294 -1.533
O -1.567 1.740 -0.397
Cl 3.156 0.064 0.666
H 4.278 0.817 0.819

---

17
Properties=species:S:1:pos:R:3 method="wB97M-V/def2-TZVPD" homo_energy_ev=-7.90 charge=0 homo_lumo_gap_ev=7.94
C -0.150 0.301 1.453
C -0.607 0.107 -0.533
N 1.138 -0.022 1.822
N -1.972 -0.175 -0.577
C -0.140 1.273 0.074
C 0.236 -0.572 -1.536
C 1.519 -0.331 -1.793
N -1.100 0.023 2.250
H 1.237 -0.276 2.795
H 1.929 0.302 1.294
H -2.572 0.449 -0.047
H -2.235 -1.062 -0.979
H -2.022 0.214 1.868
H 0.898 1.531 -0.117
H -0.296 -1.285 -2.156
H 2.102 0.397 -1.249
H 2.033 -0.874 -2.569

---

34
Properties=species:S:1:pos:R:3 method="wB97M-V/def2-TZVPD" homo_energy_ev=-8.62 charge=0 homo_lumo_gap_ev=9.45
C 2.577 1.429 -1.020
C 2.715 0.241 -0.167
C 4.074 -0.312 -0.091
C 2.258 0.641 1.273
C -0.092 -1.126 0.629
C -2.461 -1.274 -0.275
C -2.532 -0.139 -1.321
C -3.390 0.980 -0.725
C -3.094 1.056 0.792
C -1.707 0.645 1.056
H 3.451 2.032 -0.995
H 2.441 0.912 -2.058
H 1.727 2.037 -0.978
H 4.750 0.512 0.312
H 3.986 -1.010 0.844
H 4.361 -0.654 -1.025
H 1.258 1.266 1.033
H 2.143 -0.228 1.955
H 3.167 1.251 1.541
H 0.029 -2.193 0.675
H 0.400 -0.795 1.562
H -3.538 -1.489 0.176
H -2.269 -2.581 -0.562
H -1.442 0.251 -1.501
H -3.089 -0.365 -2.131
H -4.379 0.639 -0.976
H -3.038 1.901 -1.260
H -3.575 0.090 1.155
H -3.116 2.030 1.421
H -1.694 0.858 2.143
H -1.204 1.363 0.478
N -1.425 -0.828 0.706
O 1.926 -0.944 -0.403
O 0.514 -0.665 -0.555

---

14
Properties=species:S:1:pos:R:3 method="wB97M-V/def2-TZVPD" homo_energy_ev=-14.83 charge=+1 homo_lumo_gap_ev=8.99
C -0.214 1.751 -0.972
C -0.679 0.730 -1.611
C -0.012 1.699 0.560
C 0.291 0.271 0.910
C -0.175 -2.084 0.242
N -0.084 -0.685 0.223
H -0.198 2.797 -1.423
H 0.651 2.444 1.003
H -1.010 1.896 0.947
H 0.832 -0.052 1.910
H 0.315 -2.685 -0.495
H 0.253 -2.435 1.246
H -1.202 -2.301 0.181
H -0.959 0.208 -2.556

---

26
Properties=species:S:1:pos:R:3 method="wB97M-V/def2-TZVPD" homo_energy_ev=-13.06 charge=+1 homo_lumo_gap_ev=8.54
C -1.531 -0.625 0.922
C 0.637 0.137 -0.726
C -1.759 -0.413 -0.434
C -0.623 -0.097 -1.285
C -0.292 -0.246 1.546
C 0.636 0.150 0.630
C -3.031 -0.659 -1.074
C 2.794 1.780 1.186
C -0.736 0.017 -2.769
N -0.053 -0.488 2.894
O 3.152 -0.424 0.488
O 2.374 0.401 1.337
F 0.320 0.472 -3.391
F -1.013 -1.187 -3.292
F -1.688 0.979 -3.067
H -2.124 -1.012 1.657
H 1.367 0.299 -1.419
H -3.630 -1.175 -0.412
H -3.364 0.359 -1.590
H -2.920 -1.257 -1.868
H 2.841 2.202 0.247
H 1.952 2.262 1.648
H 3.883 1.694 1.688
H -0.742 -1.097 3.364
H 0.840 -0.782 3.229
H 2.710 -1.291 0.490

---

11
Properties=species:S:1:pos:R:3 method="wB97M-V/def2-TZVPD" homo_energy_ev=-9.06 charge=0 homo_lumo_gap_ev=8.77
C -1.194 0.724 -0.385
C 2.386 -0.440 -0.306
H -2.684 -0.893 0.811
H -0.711 1.688 -0.846
H 1.026 -0.045 1.410
H 2.309 -0.738 -1.342
N -2.473 0.902 -0.069
N 1.237 -0.507 0.388
O -3.300 -0.179 0.420
S -0.310 -0.868 -0.254
S 3.715 0.354 0.172

---

8
Properties=species:S:1:pos:R:3 method="wB97M-V/def2-TZVPD" homo_energy_ev="-8.77 / -8.77" charge=0 homo_lumo_gap_ev="8.39 / 8.40"
C 0.536 -0.927 0.141
C 0.438 0.430 0.413
N -0.288 -1.363 -0.813
N -1.018 0.690 -0.452
O -1.653 1.705 -0.551
O -1.135 -0.434 -1.160
I 2.041 -2.081 0.868
I 1.079 1.980 1.554

---

14
Properties=species:S:1:pos:R:3 method="wB97M-V/def2-TZVPD" homo_energy_ev=-8.56 charge=0 homo_lumo_gap_ev=9.40
C 2.767 0.345 0.950
C 1.569 0.831 0.645
O 1.291 1.176 -0.634
C -1.261 -0.274 -0.715
C -2.419 -1.139 -0.409
O -1.310 0.931 -0.587
H 3.458 0.176 0.130
H 3.114 0.282 1.972
H -2.043 -1.835 0.356
H 0.776 0.985 1.384
H 0.367 1.474 -0.687
H -0.337 -0.806 -1.019
H -3.233 -0.502 -0.062
H -2.738 -1.646 -1.326

---

Max |F| in hartree/bohr, matching the order above: 0.1235, 0.0793, 0.0949, 0.1045, 0.0859, 0.0942, 0.1298, 0.0122
E in eV, matching the order above: -22691.117, -9797.680, -16288.371, -6793.743, -23235.994, -28833.290, -25343.680, -8371.352
Relative energy (zero: lowest compared OMol25 entry of this formula, charge and spin) in eV, matching the order above: 1.302, 3.787, 8.413, 4.345, 5.696, 3.794, 1.648, 1.930